C19H39N4O4 | the ωB97M-V functional and the def2-TZVPD basis

Values from the calculation:
- Orbital gap: 0.3498 Eh
- HOMO: -11.2408 eV
- Net charge: +1
- E_LUMO: -1.721 eV

Last column: Mulliken charge in e.
Element x y z (Å)
C: -0.551 -2.868 2.572  -0.926
O: 0.208 -1.892 1.878  -0.232
C: 1.216 -2.446 1.033  -0.947
C: 1.024 -2.135 -0.468  0.016
C: -0.236 -1.338 -0.838  -0.409
C: -0.005 0.176 -0.895  -1.058
C: 0.634 0.826 0.342  -0.450
C: -0.238 1.569 1.310  -0.046
C: 0.140 2.721 1.949  -0.778
N: -0.866 3.060 2.815  0.207
C: -0.859 4.228 3.694  -0.868
C: -1.832 2.161 2.710  -0.298
N: -1.486 1.255 1.801  0.338
C: -2.334 0.122 1.437  0.271
C: -3.220 0.404 0.216  -0.508
C: -4.670 0.564 0.601  -0.879
O: -4.748 1.736 1.413  -0.483
H: -1.094 -2.352 3.363  0.258
H: 0.102 -3.598 3.048  0.415
H: -1.262 -3.368 1.910  0.334
H: 1.273 -3.523 1.184  0.551
H: 2.174 -2.045 1.370  0.305
H: 1.895 -1.604 -0.849  0.306
H: 0.979 -3.092 -0.985  -0.160
H: -0.538 -1.643 -1.842  0.361
H: -1.059 -1.619 -0.184  0.109
H: -0.913 0.707 -1.186  0.364
H: 0.693 0.335 -1.719  0.544
H: 1.215 0.104 0.910  0.185
H: 1.341 1.581 -0.001  0.456
H: 1.057 3.277 1.827  0.952
H: -1.323 3.962 4.639  0.386
H: 0.176 4.478 3.899  0.350
H: -1.371 5.060 3.227  0.304
H: -2.759 2.181 3.252  0.449
H: -1.693 -0.745 1.344  -1.113
H: -2.985 -0.052 2.294  0.810
H: -2.900 1.347 -0.228  0.304
H: -3.103 -0.374 -0.536  0.449
H: -5.279 0.675 -0.300  0.411
H: -5.044 -0.304 1.151  0.410
H: -5.665 1.869 1.669  0.305
C: 1.435 -5.233 -3.617  -1.294
C: 1.691 -5.972 -2.323  0.802
O: 2.023 -5.388 -1.302  -0.643
N: 1.545 -7.319 -2.335  -0.173
C: 1.168 -8.176 -3.444  -0.820
H: 1.598 -4.174 -3.443  0.242
H: 2.117 -5.570 -4.398  0.414
H: 0.410 -5.385 -3.956  0.365
H: 1.735 -7.751 -1.444  0.242
H: 0.254 -8.722 -3.208  0.284
H: 1.959 -8.898 -3.651  0.291
H: 0.997 -7.587 -4.338  0.309
C: 1.125 4.863 -1.030  -1.030
C: 2.192 5.273 -0.041  0.808
O: 2.330 4.715 1.045  -0.677
N: 3.009 6.286 -0.394  -0.216
C: 3.009 7.063 -1.622  -0.859
H: 0.550 4.044 -0.606  -0.028
H: 0.450 5.693 -1.237  0.445
H: 1.572 4.531 -1.967  0.383
H: 3.700 6.509 0.307  0.248
H: 3.966 6.958 -2.132  0.297
H: 2.847 8.117 -1.400  0.293
H: 2.223 6.724 -2.288  0.319


C19H39NO10S | the ωB97M-V functional and the def2-TZVPD basis

Values from the calculation:
- Energy above the lowest of the compared OMol25 structures with the same formula, charge and spin: 0.0 kJ/mol
- Orbital gap: 0.2961 Eh
- HOMO: -9.1057 eV
- SMILES: COCCCCOC(=O)ON=C=S.COCCOCCOC.COCCOCCOC
- E_LUMO: -1.049 eV

Last column: Mulliken charge in e.
Element x y z (Å)
C: -6.758 2.025 4.591  -0.684
O: -5.766 1.536 5.471  -0.424
C: -5.314 0.234 5.171  -0.626
C: -4.839 0.033 3.728  -0.201
C: -3.658 -0.936 3.656  -0.967
C: -2.963 -0.945 2.304  -0.447
O: -3.904 -0.826 1.211  -0.400
C: -4.689 -1.874 0.952  0.677
O: -5.844 -1.828 0.699  -0.506
O: -3.922 -3.042 0.911  0.125
N: -4.543 -4.032 1.716  -0.582
C: -3.764 -4.846 2.202  0.639
S: -2.923 -5.941 2.895  -0.331
H: -6.317 2.521 3.721  0.237
H: -7.350 2.755 5.141  0.258
H: -7.418 1.225 4.242  0.320
H: -4.489 0.044 5.860  0.414
H: -6.102 -0.495 5.409  0.337
H: -4.545 0.992 3.295  0.232
H: -5.656 -0.366 3.125  0.339
H: -3.973 -1.948 3.930  0.187
H: -2.906 -0.621 4.385  0.532
H: -2.308 -0.084 2.195  0.498
H: -2.361 -1.842 2.161  0.369
C: -0.284 -4.678 -1.753  -0.744
O: -0.898 -3.509 -2.242  -0.369
C: -1.586 -2.733 -1.280  -0.260
C: -1.229 -1.264 -1.346  -0.143
O: 0.103 -0.948 -0.981  -0.408
C: 1.160 -1.273 -1.865  -0.267
C: 1.241 -0.438 -3.125  -0.365
O: 0.160 -0.675 -4.003  -0.344
C: -0.464 0.477 -4.523  -0.760
H: -0.979 -5.524 -1.742  0.304
H: 0.546 -4.921 -2.416  0.255
H: 0.109 -4.533 -0.741  0.336
H: -1.396 -3.109 -0.269  0.190
H: -2.664 -2.815 -1.467  0.332
H: -1.845 -0.769 -0.590  0.261
H: -1.500 -0.843 -2.316  0.055
H: 1.183 -2.339 -2.098  0.068
H: 2.065 -1.043 -1.296  0.323
H: 2.178 -0.708 -3.631  0.399
H: 1.305 0.623 -2.859  0.232
H: -0.490 1.287 -3.787  0.347
H: -1.489 0.210 -4.782  0.241
H: 0.042 0.837 -5.425  0.306
C: 2.936 2.894 1.092  -0.745
O: 4.112 2.259 0.645  -0.353
C: 3.918 1.081 -0.112  -0.232
C: 4.715 1.065 -1.398  -0.289
O: 4.316 2.019 -2.365  -0.372
C: 4.623 3.385 -2.159  -0.273
C: 6.081 3.754 -2.331  -0.538
O: 6.903 3.197 -1.325  -0.328
C: 8.079 2.568 -1.779  -0.765
H: 2.594 2.481 2.047  0.297
H: 3.162 3.951 1.232  0.255
H: 2.127 2.803 0.360  0.321
H: 2.856 0.942 -0.344  0.067
H: 4.243 0.220 0.487  0.387
H: 4.510 0.099 -1.869  0.447
H: 5.787 1.109 -1.193  0.051
H: 4.243 3.750 -1.203  0.105
H: 4.083 3.907 -2.954  0.380
H: 6.145 4.849 -2.279  0.380
H: 6.421 3.446 -3.326  0.324
H: 7.921 2.059 -2.735  0.358
H: 8.368 1.827 -1.034  0.236
H: 8.900 3.285 -1.893  0.302


C19H40As3ClKN3O4S | the ωB97M-V functional and the def2-TZVPD basis

Values from the calculation:
- Orbital gap: 0.2907 Eh
- HOMO: -7.9654 eV
- E_LUMO: -0.055 eV

Last column: Mulliken charge in e.
Element x y z (Å)
K: -0.086 1.065 -1.816  0.726
C: 4.489 0.382 -2.718  -1.239
As: 3.127 0.718 -1.345  0.345
C: 3.679 2.550 -0.920  -0.972
C: 4.065 -0.348 0.043  -1.303
C: 3.836 -0.210 1.559  3.283
C: 4.167 1.191 2.061  -1.574
C: 2.408 -0.590 1.986  -2.089
As: 0.881 0.501 1.358  0.627
C: -0.460 -0.510 2.379  -1.295
C: 0.944 2.023 2.584  -1.209
C: 4.758 -1.248 2.246  -1.983
As: 6.741 -1.207 2.357  0.327
C: 7.403 -0.310 0.736  -1.077
C: 6.984 0.309 3.584  -1.141
H: 5.478 0.680 -2.365  0.330
H: 4.247 0.943 -3.619  0.400
H: 4.502 -0.679 -2.964  0.387
H: 4.688 2.575 -0.510  0.263
H: 2.976 3.013 -0.230  0.252
H: 3.656 3.116 -1.851  0.463
H: 5.122 -0.174 -0.159  -0.023
H: 3.863 -1.386 -0.243  0.511
H: 3.474 1.936 1.672  -0.133
H: 5.171 1.493 1.764  0.162
H: 4.111 1.229 3.151  0.471
H: 2.360 -0.609 3.079  0.572
H: 2.193 -1.608 1.643  0.418
H: -0.151 -0.612 3.420  0.416
H: -0.601 -1.500 1.945  0.369
H: -1.403 0.034 2.337  0.326
H: 1.343 1.722 3.554  0.401
H: -0.077 2.388 2.683  0.423
H: 1.533 2.835 2.164  0.323
H: 4.526 -2.236 1.836  0.464
H: 4.488 -1.303 3.307  0.575
H: 7.285 -0.954 -0.134  0.312
H: 8.471 -0.158 0.897  0.408
H: 6.939 0.656 0.544  0.236
H: 6.414 0.124 4.494  0.318
H: 6.673 1.259 3.154  0.324
H: 8.039 0.363 3.850  0.390
Cl: -0.828 3.199 -0.349  -0.715
C: -7.122 -4.308 -1.913  -1.231
C: -7.066 -3.160 -0.916  -0.487
S: -6.170 -1.791 -1.614  1.286
O: -6.942 -1.248 -2.703  -0.655
O: -4.812 -2.218 -1.845  -0.662
C: -6.148 -0.573 -0.296  -0.781
C: -5.838 0.844 -0.814  -1.098
N: -4.739 0.898 -1.775  0.306
C: -3.444 0.596 -1.513  0.290
N: -2.707 0.566 -2.607  -0.431
C: -3.552 0.850 -3.637  -0.662
C: -4.807 1.041 -3.150  0.162
N: -5.959 1.436 -3.899  1.151
O: -5.883 1.312 -5.105  -0.622
O: -6.907 1.923 -3.305  -0.649
C: -2.906 0.309 -0.158  -0.982
H: -7.665 -5.141 -1.470  0.393
H: -6.119 -4.646 -2.170  0.331
H: -7.636 -4.005 -2.824  0.331
H: -6.548 -3.445 0.001  0.363
H: -8.062 -2.792 -0.667  0.369
H: -5.426 -0.926 0.440  0.414
H: -7.138 -0.560 0.163  0.625
H: -5.594 1.489 0.028  0.473
H: -6.709 1.251 -1.313  0.440
H: -3.239 0.914 -4.664  0.489
H: -3.665 0.358 0.620  0.355
H: -2.145 1.060 0.085  0.150
H: -2.479 -0.695 -0.148  0.263


C19H40BO13Ti | the ωB97M-V functional and the def2-TZVPD basis

Values from the calculation:
- Orbital gap (spin up / spin down): 0.1643 / 0.2491 Eh
- Multiplicity: 5
- HOMO (spin up / spin down): -7.7718 / -11.2749 eV
- Expectation value of S²: 6.011
- Net charge: +1
- E_LUMO (spin up / spin down): -3.300 / -4.498 eV

Last column: Mulliken charge in e.
Element x y z (Å)
Ti: -11.389 -2.539 -23.827  1.719
O: -13.882 -9.719 -27.636  -0.363
C: -13.796 -8.855 -26.706  0.387
O: -12.687 -8.742 -25.884  -0.468
B: -12.831 -7.535 -25.013  0.950
O: -14.254 -7.078 -25.220  -0.348
C: -14.803 -7.761 -26.231  0.537
O: -15.923 -7.612 -26.681  -0.628
O: -11.924 -6.426 -25.275  -0.476
C: -11.459 -5.906 -24.170  0.449
O: -10.778 -4.882 -24.030  -0.643
C: -11.774 -6.929 -23.053  0.370
O: -12.552 -7.917 -23.590  -0.422
O: -11.399 -6.790 -21.888  -0.602
C: -14.532 -4.531 -19.995  -1.283
C: -14.241 -3.033 -19.969  0.420
C: -12.791 -2.670 -20.173  -0.681
O: -15.078 -2.452 -20.962  -0.547
H: -14.346 -4.965 -20.978  0.204
H: -15.581 -4.736 -19.781  0.425
H: -13.932 -5.167 -19.344  0.376
H: -14.503 -2.617 -18.996  0.296
H: -12.174 -3.181 -19.433  0.458
H: -12.428 -1.643 -20.179  0.318
H: -12.525 -3.080 -21.147  -0.285
H: -15.999 -2.617 -20.747  0.311
C: -13.328 1.553 -23.392  -1.454
C: -12.109 0.797 -23.969  0.779
C: -10.934 1.674 -24.334  -1.585
O: -11.696 -0.152 -22.962  -0.448
H: -13.210 2.236 -22.551  0.420
H: -14.144 0.857 -23.199  0.283
H: -13.596 2.131 -24.277  0.426
H: -12.448 0.315 -24.886  0.090
H: -11.185 2.285 -25.201  0.396
H: -10.003 1.116 -24.432  0.292
H: -10.627 2.343 -23.530  0.425
H: -11.535 0.441 -22.225  0.247
C: -15.145 -1.656 -24.562  -1.576
C: -14.638 -3.106 -24.500  0.734
C: -13.904 -3.488 -25.771  -1.281
O: -13.685 -3.028 -23.451  0.453
H: -14.588 -0.875 -25.080  0.214
H: -15.344 -1.365 -23.530  0.361
H: -16.092 -1.677 -25.101  0.474
H: -15.457 -3.825 -24.500  0.391
H: -13.555 -4.521 -25.787  0.073
H: -13.082 -2.818 -26.022  0.257
H: -14.614 -3.536 -26.597  0.538
H: -14.094 -2.724 -22.637  -0.324
C: -9.147 -3.405 -27.016  -1.259
C: -9.207 -2.066 -26.329  0.646
C: -8.736 -0.908 -27.262  -1.321
O: -10.552 -1.801 -25.854  -0.135
H: -8.115 -3.755 -26.986  0.414
H: -9.385 -3.273 -28.072  0.370
H: -9.837 -4.100 -26.539  0.208
H: -8.655 -1.951 -25.396  -0.060
H: -8.573 0.010 -26.697  0.372
H: -9.532 -0.625 -27.952  0.401
H: -7.836 -1.223 -27.789  0.398
H: -10.990 -1.347 -26.578  0.091
C: -8.241 -1.756 -20.206  -1.432
C: -8.571 -1.883 -21.684  0.405
C: -7.443 -2.672 -22.453  -1.131
O: -9.718 -2.712 -21.804  -0.059
H: -8.843 -0.978 -19.738  0.326
H: -7.236 -1.416 -19.958  0.415
H: -8.251 -2.732 -19.720  0.417
H: -8.799 -0.968 -22.233  0.190
H: -7.212 -3.540 -21.836  0.391
H: -6.500 -2.138 -22.572  0.397
H: -7.807 -3.007 -23.424  0.171
H: -9.530 -3.408 -21.170  0.126